32
Properties=species:S:1:pos:R:3:forces:R:3 method="wB97M-V/def2-TZVPD" gap_ev=10.2796 homo_ha=-0.4692 charge=+1 e_lumo_ev=-2.49 smiles=Cc1n(C)cc[n+]1SN1CCCCC1 de_lowest_kcal_mol=24.0
C 1.4271 2.8081 0.2074 -0.484 -0.503 0.002
C 2.0721 1.6285 0.3462 -1.264 1.323 0.085
C 0.1963 1.4559 1.5193 0.380 -0.893 -1.170
C -0.9635 -2.2273 -2.1034 -0.965 1.111 -0.056
C -1.5364 -2.0878 -0.7066 2.628 -3.074 -0.009
C 0.3005 -1.3962 -2.3607 -1.044 0.566 -0.799
C -0.3585 -2.3804 0.3086 -2.200 -0.704 -0.766
C 1.3467 -1.7191 -1.3311 -0.025 0.846 1.181
C -0.8064 0.7882 2.3752 -1.310 0.666 0.815
C -0.7600 3.6530 0.9985 -0.081 5.049 0.542
N 0.2506 2.6604 0.9407 -0.015 0.336 -0.404
N 1.2878 0.7980 1.0864 0.520 -0.509 1.009
N 0.7677 -1.5061 0.0382 -0.493 -1.586 -1.456
S 1.6618 -0.9771 1.2182 0.739 1.344 1.075
H 1.6234 3.6494 -0.4582 -0.081 -0.184 0.676
H 3.0362 1.4315 0.0472 1.722 -0.937 -0.762
H -0.6537 -3.2470 -2.1126 -0.093 -1.080 -0.769
H -1.8424 -2.0079 -2.7659 1.296 -0.393 -0.135
H -2.0473 -1.2381 -0.4933 -1.004 3.133 0.558
H -2.3137 -2.8431 -0.6560 0.057 -0.475 0.470
H 0.6788 -1.6089 -3.3661 0.043 -0.044 0.154
H -0.0069 -0.3354 -2.3776 0.479 -0.179 0.261
H -0.8031 -2.1887 1.2800 0.598 -0.183 0.426
H -0.0515 -3.4684 0.1916 -0.309 1.198 0.311
H 1.6670 -2.7573 -1.4295 0.083 -0.088 0.056
H 2.2155 -1.0584 -1.3054 0.029 -0.177 -0.666
H -1.8404 0.6066 1.9992 1.052 -0.220 -0.606
H -0.3684 -0.0903 2.8403 -0.093 -0.193 -0.370
H -1.0826 1.4178 3.2126 0.362 0.522 0.355
H -1.7594 3.3174 0.8486 -0.707 -0.767 0.908
H -0.5748 4.4914 1.8298 -0.760 -2.528 -0.916
H -0.7626 4.4311 0.1786 0.939 -1.377 0.002